Here is C20H60F4InN2O18S4 as an isolated structure at a distorted geometry from the Open Molecules 2025 dataset. Energies are from the ωB97M-V functional and the def2-TZVPD basis.

Its net charge is +1. The value obtained for the total energy is -4443.31106 Ha.

Geometry as XYZ:
```
109
Properties=species:S:1:pos:R:3:forces:R:3
In 3.542764 -1.383723 1.927078 -0.14 0.27 0.15
N 1.186854 -0.610643 0.523268 0.05 -0.52 -3.98
S -0.188756 0.028007 0.720068 -6.42 4.30 9.68
O -1.371276 -0.843563 0.782418 1.41 0.65 -1.95
O -0.423716 1.468457 0.516988 0.34 -2.48 -1.29
F 0.027354 0.150907 2.312078 0.27 0.09 0.08
S 0.935844 -0.522323 -1.108112 4.89 -1.44 -6.63
O 0.869474 0.815657 -1.686442 -0.15 -2.33 1.24
O 0.229024 -1.588853 -1.811162 -0.26 1.24 1.90
F 2.444044 -1.030763 -1.493062 -0.57 0.62 0.79
N 1.934224 -3.399863 3.180858 3.47 -3.82 0.62
S 2.374344 -4.916203 3.794728 7.03 -4.89 2.28
O 1.821884 -6.144613 3.263908 -0.92 2.31 -0.09
O 2.701394 -4.962733 5.230968 -1.27 1.30 -3.03
F 3.883474 -5.052533 3.133318 -1.60 1.28 0.33
S 0.524184 -3.574163 3.680068 -10.56 5.03 -0.42
O 0.154164 -3.537513 5.096558 1.34 -1.02 -2.36
O -0.462586 -4.237193 2.754568 2.55 0.15 2.14
F 0.185874 -2.047633 3.234168 -0.07 -0.61 0.59
C -2.112256 -4.289063 -0.065842 -0.29 0.26 0.35
C -3.182816 -4.889393 -1.119172 0.18 0.29 0.96
O -2.506436 -5.790203 -1.849092 0.16 -1.33 -0.26
H -1.154616 -4.058573 -0.532632 -0.16 -0.13 -0.18
H -2.012386 -5.063823 0.694328 0.17 0.03 -0.06
H -2.493916 -3.365913 0.370318 -0.18 -0.01 -0.05
H -3.508726 -4.088333 -1.782632 -0.22 0.68 0.17
H -3.986926 -5.391933 -0.581612 -0.03 0.25 -0.14
H -1.793886 -5.313073 -2.280622 0.77 0.33 -0.87
C -0.355576 5.280257 1.441908 -1.16 -1.35 1.64
C 0.660764 6.174567 0.901188 1.59 -0.12 0.54
O 0.595804 6.256617 -0.457142 -0.03 0.26 -1.32
H -1.349366 5.549427 1.084098 -0.10 0.00 0.09
H -0.335296 5.315797 2.531138 -0.29 0.39 0.18
H -0.194116 4.214487 1.280158 0.21 -0.09 -0.72
H 1.668584 5.814527 1.107988 0.22 0.21 0.48
H 0.537164 7.144477 1.382958 0.13 0.55 0.05
H -0.329796 6.093407 -0.652632 -0.55 0.33 -0.96
C -3.180476 3.074937 1.407508 0.68 0.68 -0.85
C -3.678946 2.358027 2.626418 -0.51 -0.88 0.20
O -4.994266 1.933887 2.442128 -0.65 0.83 0.57
H -3.575486 4.087787 1.486198 0.16 0.11 -0.41
H -3.452356 2.640337 0.445578 -0.46 -0.18 0.11
H -2.092016 3.037047 1.363668 0.06 0.28 0.37
H -3.640576 3.014627 3.495618 -0.01 -0.32 0.04
H -3.111336 1.436157 2.753168 0.67 -0.17 0.30
H -5.014156 1.283717 1.736098 0.22 -0.63 -0.04
C 4.037084 0.596117 -3.755132 -1.73 0.65 -0.98
C 3.481944 1.729197 -4.673942 0.37 0.33 0.97
O 4.570864 2.516057 -5.142112 0.09 -0.22 -0.46
H 4.831804 0.052207 -4.265712 0.25 0.30 0.42
H 3.207874 -0.094643 -3.602282 0.03 -0.19 0.05
H 4.228414 1.045707 -2.780782 0.71 -0.26 -0.12
H 2.803114 2.377627 -4.120022 -0.05 -0.07 0.42
H 2.842904 1.391787 -5.489962 0.52 -0.42 -0.39
H 4.548204 3.408557 -4.789222 -0.19 -0.07 0.04
C 1.400014 -4.218813 -4.861182 -0.90 -0.37 0.75
C -0.131226 -4.414223 -4.628592 0.61 -0.59 -1.62
O -0.608186 -4.026243 -3.370752 -0.02 -0.33 0.62
H 1.986994 -4.935013 -4.286192 -0.21 -0.33 -0.02
H 1.742914 -3.264153 -4.462262 -0.14 0.38 -0.48
H 1.644404 -4.362503 -5.913672 -0.02 0.30 0.08
H -0.415616 -5.445433 -4.837922 0.22 -0.34 0.59
H -0.736776 -3.926033 -5.392192 0.27 0.70 -0.23
H -0.139096 -3.215393 -3.160812 -0.11 0.42 0.52
C 2.834334 3.171277 -0.444252 -0.80 0.53 0.34
C 3.897004 2.591897 0.468018 -1.13 0.36 0.12
O 3.288344 1.952237 1.651278 0.95 -0.25 -1.32
H 1.975224 2.510777 -0.561692 0.26 -0.19 -0.14
H 3.217204 3.459217 -1.423332 0.17 -0.19 -0.04
H 2.421084 4.086377 -0.020092 0.00 0.14 0.09
H 4.550834 3.412617 0.763048 0.32 -0.32 0.21
H 4.434954 1.880807 -0.158932 0.24 -0.49 0.82
H 2.960604 2.625037 2.252558 0.04 0.18 -0.08
C 1.941844 -4.524623 -1.267272 -1.55 -1.14 -0.18
C 2.091664 -4.108973 0.132948 1.18 0.10 -0.02
O 3.497234 -3.875723 0.303018 -0.01 1.61 1.11
H 0.881604 -4.764263 -1.348332 -0.09 -0.33 -0.61
H 2.513644 -5.443113 -1.399592 0.06 0.06 -0.69
H 2.136384 -3.704363 -1.958232 0.42 -0.26 0.05
H 1.802764 -4.811033 0.915078 -0.48 -0.27 -0.39
H 1.471534 -3.214733 0.195198 0.52 0.53 0.84
H 4.012524 -4.510413 -0.200212 -0.12 -0.16 -0.02
C -6.101626 0.616077 -0.417692 1.51 -1.70 -0.88
C -4.764246 -0.235323 -0.372362 -0.53 1.11 0.67
O -4.495316 -0.610903 0.980958 -0.49 0.13 -0.39
H -6.199316 1.069197 -1.404222 0.17 0.23 0.09
H -6.134176 1.380177 0.358958 -0.20 -0.14 -0.18
H -6.919926 -0.102323 -0.368862 -0.16 0.25 0.52
H -3.870386 0.304947 -0.684152 0.02 0.68 -0.33
H -4.720596 -1.114613 -1.015042 -0.68 -0.23 -0.18
H -3.683106 -1.121283 0.943138 0.45 -0.10 0.40
C -1.425786 3.889447 -1.853752 0.23 0.62 -0.39
C -2.436106 4.976027 -2.211532 -1.12 -0.47 1.35
O -2.074896 6.227687 -1.586462 0.23 -0.75 -0.34
H -1.615086 3.023167 -2.487652 0.48 0.10 -0.26
H -1.402606 3.486167 -0.841362 -0.64 0.43 0.21
H -0.442466 4.348057 -1.957942 0.34 -0.53 -0.58
H -3.392456 4.647677 -1.804492 -0.35 0.09 0.36
H -2.699296 5.058307 -3.266072 0.93 0.26 -0.28
H -2.645416 6.932587 -1.901452 -0.04 0.02 -0.05
C 0.338584 0.415797 5.690838 0.17 -0.72 1.05
C 1.620684 0.922497 5.096788 -0.64 0.00 0.53
O 2.328014 -0.113653 4.428178 -0.11 -0.09 -0.76
H 0.487014 -0.463723 6.317348 0.14 -0.20 0.19
H -0.381296 0.108587 4.932218 -0.12 0.48 0.04
H 0.032764 1.203967 6.378848 -0.72 -0.04 -0.20
H 2.310554 1.259167 5.870628 -0.30 0.71 0.00
H 1.160454 1.708367 4.497888 1.45 0.28 -0.88
H 2.126474 -0.834383 5.029448 0.33 -0.67 -0.22
```
Positions in Å, forces in eV/Å.

Atom charges from the Mulliken analysis, given in e for atoms 1 to 5: atom 1 (In): 1.117, atom 2 (N): 0.678, atom 3 (S): 0.019, atom 4 (O): -0.350, atom 5 (O): -0.437